Record 1
Molecular formula: C40H43BrN11O2P
Method: DFT, the ωB97M-V functional and the def2-TZVPD basis

Output
**Kohn-Sham gap**: 8.296 eV
**Lowest unoccupied orbital energy**: -1.100 eV
**F_max**: 4.2 eV/Å
**Energy**: -141988.6711 eV
**HOMO level**: -9.396 eV
**Structure (SMILES)**: OP(O)c1nnc(CCCBr)nn1.c1ccncc1.c1ccncc1.c1ccncc1.c1ccncc1.c1ccncc1.c1ccncc1.c1ccncc1

Each line ends with the Löwdin charge.
Element x y z (Å)
O: 4.08 3.54 -0.13  -0.385
P: 4.47 2.51 -1.50  0.965
O: 3.25 1.21 -1.45  -0.389
C: 6.11 1.55 -1.02  -0.371
N: 6.94 2.26 -0.10  0.016
N: 8.01 1.61 0.25  0.052
C: 8.13 0.32 -0.35  -0.243
C: 9.48 -0.55 0.14  -0.124
C: 8.88 -1.77 1.10  -0.265
C: 7.70 -1.22 2.12  -0.545
Br: 5.83 -1.69 1.47  0.644
N: 7.32 -0.37 -1.31  0.056
N: 6.24 0.28 -1.66  0.029
H: 4.42 3.02 0.68  0.077
H: 2.35 1.62 -1.64  0.043
H: 10.27 0.13 0.68  0.119
H: 9.88 -1.08 -0.83  0.116
H: 9.75 -2.32 1.71  0.123
H: 8.39 -2.57 0.41  0.098
H: 7.80 -0.07 2.39  0.078
H: 7.84 -1.83 3.14  0.080
N: 3.00 -4.05 2.75  0.059
C: 1.85 -4.56 3.24  -0.153
C: 0.60 -4.31 2.70  -0.081
C: 0.52 -3.48 1.58  -0.079
C: 1.69 -2.94 1.05  -0.069
C: 2.89 -3.25 1.66  -0.194
H: 1.97 -5.20 4.11  0.097
H: -0.29 -4.75 3.13  0.073
H: -0.44 -3.26 1.13  0.103
H: 1.66 -2.29 0.19  0.099
H: 3.83 -2.86 1.29  -0.054
N: 3.00 8.75 0.13  0.046
C: 3.18 7.42 0.30  -0.149
C: 3.81 6.60 -0.61  -0.073
C: 4.29 7.17 -1.79  -0.077
C: 4.11 8.53 -2.00  -0.084
C: 3.47 9.27 -1.03  -0.160
H: 2.79 7.02 1.24  0.100
H: 3.93 5.54 -0.42  0.055
H: 4.79 6.56 -2.54  0.103
H: 4.47 9.01 -2.91  0.098
H: 3.32 10.34 -1.14  0.098
N: 0.56 0.82 -3.39  0.057
C: 1.17 -0.36 -3.64  -0.144
C: 0.72 -1.28 -4.57  -0.067
C: -0.43 -0.98 -5.29  -0.070
C: -1.09 0.23 -5.05  -0.101
C: -0.56 1.09 -4.10  -0.160
H: 2.07 -0.55 -3.06  0.093
H: 1.25 -2.21 -4.74  0.105
H: -0.82 -1.67 -6.03  0.109
H: -1.99 0.49 -5.59  0.097
H: -1.03 2.04 -3.89  0.110
N: -2.55 -4.41 4.39  0.049
C: -2.48 -5.36 5.34  -0.146
C: -3.57 -5.79 6.08  -0.076
C: -4.80 -5.21 5.83  -0.078
C: -4.91 -4.22 4.86  -0.073
C: -3.76 -3.86 4.17  -0.146
H: -1.49 -5.79 5.50  0.101
H: -3.46 -6.57 6.83  0.102
H: -5.68 -5.52 6.39  0.106
H: -5.86 -3.74 4.64  0.103
H: -3.79 -3.09 3.39  0.102
N: -5.35 0.27 -3.21  0.061
C: -4.04 -0.03 -3.38  -0.137
C: -3.16 -0.27 -2.33  -0.066
C: -3.65 -0.20 -1.03  -0.066
C: -4.99 0.11 -0.82  -0.065
C: -5.79 0.33 -1.93  -0.153
H: -3.70 -0.07 -4.41  0.084
H: -2.12 -0.51 -2.52  0.091
H: -3.00 -0.38 -0.18  0.097
H: -5.41 0.17 0.18  0.104
H: -6.85 0.57 -1.82  0.088
N: -10.84 -0.85 -4.70  0.048
C: -9.61 -1.36 -4.47  -0.152
C: -8.53 -0.60 -4.06  -0.081
C: -8.72 0.77 -3.88  -0.090
C: -9.97 1.32 -4.11  -0.079
C: -10.99 0.48 -4.52  -0.158
H: -9.52 -2.43 -4.62  0.100
H: -7.57 -1.06 -3.88  0.085
H: -7.89 1.39 -3.56  0.086
H: -10.15 2.38 -3.99  0.099
H: -11.99 0.86 -4.71  0.099
N: -1.52 -0.56 2.95  0.054
C: -1.10 -0.95 4.17  -0.149
C: -0.51 -0.10 5.09  -0.071
C: -0.34 1.24 4.73  -0.079
C: -0.77 1.67 3.48  -0.078
C: -1.35 0.74 2.63  -0.156
H: -1.25 -2.00 4.40  0.081
H: -0.20 -0.46 6.06  0.103
H: 0.11 1.94 5.43  0.105
H: -0.65 2.70 3.17  0.101
H: -1.70 1.02 1.64  0.091


Record 2
Molecular formula: C40H43F3IrN2O4P2SSi2
Method: DFT, the ωB97M-V functional and the def2-TZVPD basis

Output
**<S²>**: 0.755
**Kohn-Sham gap (alpha / beta)**: 6.943 / 6.217 eV
**Lowest unoccupied orbital energy (alpha / beta)**: -0.950 / -1.687 eV
**F_max**: 1.7 eV/Å
**Spin multiplicity**: 2
**Energy**: -109510.8899 eV
**HOMO level (alpha / beta)**: -7.893 / -7.904 eV

Each line ends with the Mulliken spin population.
Element x y z (Å)
Ir: 0.51 0.10 0.91  0.666
C: -3.09 2.44 2.02  0.012
Si: -2.43 0.73 2.31  -0.011
C: -3.85 -0.46 2.49  0.002
C: -1.53 0.63 3.93  0.001
N: -1.42 0.18 0.92  0.109
P: -1.88 -0.11 -0.66  0.054
C: -0.62 -0.60 -1.56  -0.038
P: 0.92 -0.20 -1.77  -0.025
N: 1.39 0.93 -0.61  0.116
Si: 2.65 2.20 -0.66  0.001
C: 3.97 1.94 0.63  0.003
C: 1.88 3.90 -0.68  0.003
C: 3.58 2.14 -2.28  0.001
C: 2.00 -1.66 -1.60  0.006
C: 3.38 -1.57 -1.45  -0.006
C: 4.16 -2.71 -1.34  0.002
C: 3.56 -3.96 -1.37  0.000
C: 2.18 -4.07 -1.49  0.001
C: 1.40 -2.92 -1.61  0.002
C: 1.30 0.45 -3.42  0.010
C: 0.54 1.55 -3.83  0.002
C: 0.76 2.12 -5.07  0.000
C: 1.73 1.59 -5.92  0.000
C: 2.46 0.48 -5.53  0.000
C: 2.25 -0.09 -4.28  -0.001
C: -3.10 -1.45 -0.60  0.005
C: -4.02 -1.65 -1.63  0.002
C: -4.80 -2.80 -1.65  0.000
C: -4.65 -3.76 -0.66  0.000
C: -3.70 -3.59 0.34  0.000
C: -2.93 -2.44 0.36  -0.007
C: -2.69 1.45 -1.15  0.002
C: -1.82 2.54 -1.23  -0.028
C: -2.29 3.81 -1.54  -0.006
C: -3.65 4.00 -1.78  0.005
C: -4.52 2.93 -1.69  -0.002
C: -4.05 1.66 -1.37  0.007
H: -3.59 2.77 2.94  0.001
H: -3.83 2.47 1.21  0.000
H: -2.29 3.14 1.79  -0.001
H: -4.39 -0.13 3.38  0.000
H: -3.52 -1.49 2.66  0.000
H: -4.55 -0.46 1.65  0.000
H: -2.29 0.50 4.70  0.000
H: -0.96 1.53 4.17  -0.001
H: -0.86 -0.23 4.00  0.000
H: 3.61 1.83 1.65  0.001
H: 4.65 2.80 0.61  0.000
H: 4.54 1.05 0.37  -0.001
H: 1.20 4.10 0.14  0.002
H: 1.34 4.02 -1.63  0.000
H: 2.68 4.65 -0.66  0.000
H: 4.10 1.21 -2.51  -0.001
H: 4.35 2.92 -2.16  0.000
H: 2.97 2.42 -3.14  -0.001
H: 3.86 -0.60 -1.40  -0.002
H: 5.23 -2.63 -1.22  0.000
H: 4.17 -4.86 -1.27  0.000
H: 1.71 -5.04 -1.50  0.000
H: 0.33 -2.98 -1.71  0.000
H: -0.23 1.94 -3.18  0.000
H: 0.18 2.98 -5.38  0.000
H: 1.90 2.04 -6.89  0.000
H: 3.20 0.06 -6.19  0.000
H: 2.83 -0.95 -3.98  0.000
H: -4.10 -0.94 -2.44  0.000
H: -5.52 -2.94 -2.45  0.000
H: -5.26 -4.66 -0.68  0.000
H: -3.56 -4.35 1.09  0.000
H: -2.16 -2.32 1.13  -0.003
H: -0.76 2.40 -1.04  0.025
H: -1.60 4.64 -1.59  0.000
H: -4.02 4.99 -2.02  0.000
H: -5.58 3.08 -1.87  0.000
H: -4.76 0.85 -1.26  0.001
F: 3.01 -2.53 3.77  0.000
C: 2.56 -3.01 2.59  -0.003
F: 3.61 -3.31 1.83  -0.001
F: 1.87 -4.12 2.83  0.000
C: 1.68 -1.94 1.95  0.008
O: 2.27 -0.96 1.40  0.052
O: 0.44 -1.98 2.06  0.014
O: 3.87 0.59 7.91  0.000
C: 3.58 1.78 7.33  0.000
O: 3.90 2.79 7.88  0.000
C: 2.87 1.75 6.01  0.001
C: 2.60 2.98 5.41  0.001
C: 1.96 3.05 4.19  0.000
C: 1.55 1.88 3.54  0.000
S: 0.75 2.08 1.99  0.016
C: 1.80 0.65 4.14  -0.004
C: 2.46 0.59 5.36  0.001
H: 3.57 -0.14 7.36  0.000
H: 2.93 3.88 5.92  0.000
H: 1.77 4.01 3.73  -0.001
H: 1.50 -0.27 3.66  0.006
H: 2.63 -0.40 5.77  0.000


Record 3
Molecular formula: C40H44BF6N6O2P2PbSb
Method: DFT, the ωB97M-V functional and the def2-TZVPD basis

Output
**<S²>**: 0.776
**Kohn-Sham gap (alpha / beta)**: 4.116 / 2.392 eV
**Lowest unoccupied orbital energy (alpha / beta)**: -10.532 / -12.256 eV
**F_max**: 0.5 eV/Å
**Charge**: +3
**Spin multiplicity**: 2
**Energy**: -102553.2485 eV
**HOMO level (alpha / beta)**: -14.648 / -14.648 eV

Each line ends with the Mulliken spin population.
Element x y z (Å)
Pb: -1.40 -0.98 0.09  -0.002
C: -1.23 -3.27 -2.81  0.000
C: -2.24 -3.66 -1.79  0.000
C: -3.10 -4.75 -1.79  0.000
C: -3.85 -4.63 -0.62  0.000
C: -4.93 -5.52 -0.11  0.000
N: -3.44 -3.52 0.02  0.000
N: -2.45 -2.93 -0.70  0.000
B: -3.95 -2.91 1.35  0.000
N: -4.46 -1.48 1.07  0.000
N: -3.64 -0.51 0.57  0.000
C: -4.36 0.60 0.41  0.000
C: -3.78 1.86 -0.14  0.000
C: -5.67 0.36 0.82  0.000
C: -5.70 -0.97 1.22  0.000
C: -6.84 -1.76 1.75  0.000
N: -2.79 -2.85 2.38  0.000
N: -1.62 -2.23 2.08  0.000
C: -0.82 -2.37 3.14  0.002
C: 0.57 -1.81 3.16  -0.002
C: -1.48 -3.09 4.13  0.000
C: -2.73 -3.38 3.61  0.000
C: -3.86 -4.12 4.24  0.000
H: -1.06 -4.08 -3.51  0.000
H: -0.27 -3.01 -2.35  0.000
H: -1.56 -2.40 -3.38  0.000
H: -3.18 -5.53 -2.52  0.000
H: -5.08 -6.34 -0.80  0.000
H: -5.87 -4.98 -0.01  0.000
H: -4.67 -5.93 0.87  0.000
H: -4.83 -3.58 1.78  0.000
H: -2.70 1.79 -0.27  0.000
H: -3.99 2.70 0.53  0.000
H: -4.23 2.09 -1.10  0.000
H: -6.49 1.05 0.82  0.000
H: -7.73 -1.13 1.80  0.000
H: -6.64 -2.15 2.74  0.000
H: -7.07 -2.61 1.10  0.000
H: 0.73 -1.13 2.31  0.002
H: 1.30 -2.62 3.09  0.000
H: 0.76 -1.26 4.08  -0.001
H: -1.10 -3.36 5.10  0.000
H: -3.57 -4.43 5.24  0.000
H: -4.11 -5.01 3.66  0.000
H: -4.75 -3.50 4.31  0.000
O: 0.69 -0.13 -2.18  -0.006
P: 1.99 0.57 -2.17  0.015
C: 1.95 2.32 -1.67  -0.001
P: 0.77 2.84 -0.37  -0.001
O: -0.29 1.87 -0.07  0.000
C: 0.22 4.46 -0.86  0.000
C: 0.40 5.64 -0.14  0.000
C: -0.18 6.82 -0.58  0.000
C: -0.94 6.83 -1.73  0.000
C: -1.14 5.66 -2.45  0.000
C: -0.57 4.48 -2.02  0.000
C: 1.83 3.16 1.14  0.002
C: 1.25 2.82 2.47  0.001
C: 2.04 3.14 3.67  0.001
C: 3.14 3.94 3.59  -0.001
C: 3.61 4.29 2.32  0.000
C: 2.96 3.92 1.11  -0.001
C: 3.10 -0.34 -0.98  0.098
C: 4.50 0.24 -0.77  0.028
C: 5.44 -0.69 -0.11  0.253
C: 5.33 -2.06 -0.29  0.110
C: 4.26 -2.58 -1.03  0.061
C: 3.20 -1.78 -1.41  0.181
C: 2.92 0.49 -3.69  0.033
C: 2.48 -0.43 -4.65  -0.003
C: 3.18 -0.56 -5.84  -0.002
C: 4.31 0.21 -6.08  0.011
C: 4.74 1.14 -5.13  0.000
C: 4.05 1.28 -3.94  0.002
H: 1.61 2.83 -2.57  0.001
H: 2.96 2.69 -1.46  0.000
H: 1.00 5.67 0.76  0.000
H: -0.03 7.74 -0.02  0.000
H: -1.39 7.76 -2.08  0.000
H: -1.75 5.67 -3.35  0.000
H: -0.76 3.56 -2.57  0.000
H: 0.43 3.59 2.54  0.000
H: 1.67 2.74 4.61  0.000
H: 3.69 4.23 4.48  0.000
H: 4.52 4.87 2.25  0.000
H: 3.38 4.27 0.18  0.000
H: 4.92 0.46 -1.76  0.066
H: 6.29 -0.25 0.41  -0.004
H: 6.08 -2.73 0.11  0.007
H: 4.25 -3.63 -1.28  -0.001
H: 2.35 -2.19 -1.94  0.109
H: 1.58 -1.01 -4.47  0.000
H: 2.84 -1.26 -6.59  0.000
H: 4.84 0.11 -7.01  0.000
H: 5.60 1.76 -5.33  0.000
H: 4.36 2.05 -3.24  -0.001
F: 2.43 -0.35 0.25  0.029
Sb: 4.24 -0.14 2.93  0.010
F: 3.55 0.13 4.65  0.006
F: 0.70 1.58 2.55  -0.001
F: 5.25 1.46 2.92  0.001
F: 4.41 1.42 -0.06  -0.002
F: 5.67 -1.28 3.36  0.001


Record 4
Molecular formula: C40H44Cl6N7O3V2
Method: DFT, the ωB97M-V functional and the def2-TZVPD basis

Output
**<S²>**: 2.164
**Kohn-Sham gap (alpha / beta)**: 4.063 / 4.381 eV
**Lowest unoccupied orbital energy (alpha / beta)**: -10.867 / -10.550 eV
**F_max**: 7.2 eV/Å
**Charge**: +3
**Spin multiplicity**: 3
**Energy**: -185246.7927 eV
**HOMO level (alpha / beta)**: -14.930 / -14.931 eV

Each line ends with the Mulliken spin population.
Element x y z (Å)
O: 2.03 -10.07 -17.07  -0.376
V: 3.44 -10.41 -16.42  1.387
O: 4.18 -14.03 -14.64  -0.393
V: 4.25 -12.72 -13.70  1.494
C: 0.49 -13.58 -14.48  0.006
C: 0.92 -12.13 -14.68  0.022
C: 0.16 -11.16 -13.78  -0.017
O: 2.32 -11.87 -14.76  -0.108
H: 0.83 -13.61 -13.45  0.001
H: 1.11 -14.22 -15.11  -0.003
H: -0.58 -13.76 -14.63  0.001
H: 0.57 -11.89 -15.68  0.002
H: -0.89 -11.40 -13.60  0.000
H: 0.28 -10.12 -14.10  0.001
H: 0.54 -11.08 -12.76  0.011
N: 3.23 -13.82 -11.92  -0.053
C: 2.37 -13.22 -10.98  -0.008
C: 1.58 -13.81 -9.99  0.000
C: 1.85 -15.15 -9.70  0.005
C: 2.83 -15.81 -10.49  -0.002
C: 3.46 -15.08 -11.50  0.008
H: 2.16 -12.16 -11.07  0.022
H: 0.84 -13.15 -9.55  -0.001
H: 1.27 -15.66 -8.95  0.000
H: 3.12 -16.81 -10.20  0.000
H: 4.15 -15.67 -12.09  -0.002
N: 3.63 -12.13 -17.89  -0.021
C: 2.62 -13.05 -18.12  0.020
C: 2.75 -14.33 -18.77  -0.003
C: 3.97 -14.59 -19.35  0.005
C: 4.96 -13.60 -19.38  -0.002
C: 4.70 -12.42 -18.74  0.005
H: 1.64 -12.76 -17.78  -0.001
H: 1.83 -14.85 -18.98  0.000
H: 4.13 -15.55 -19.83  0.000
H: 5.94 -13.75 -19.81  0.000
H: 5.45 -11.64 -18.76  -0.003
N: 4.31 -10.99 -12.29  0.005
C: 3.50 -9.88 -12.27  -0.002
C: 3.61 -8.78 -11.33  0.000
C: 4.62 -8.81 -10.34  -0.001
C: 5.45 -9.94 -10.36  -0.005
C: 5.22 -11.00 -11.25  0.004
H: 2.75 -9.76 -13.04  0.003
H: 2.93 -7.94 -11.34  0.001
H: 4.62 -7.99 -9.64  0.000
H: 6.28 -9.95 -9.68  0.000
H: 5.85 -11.87 -11.13  -0.003
N: -2.73 -12.82 -11.18  0.000
C: -2.51 -13.79 -12.13  0.000
C: -2.06 -15.09 -11.78  0.000
C: -1.78 -15.32 -10.44  0.000
C: -2.21 -14.42 -9.48  0.000
C: -2.66 -13.16 -9.92  0.000
H: -2.60 -13.52 -13.17  0.000
H: -1.75 -15.74 -12.58  0.000
H: -1.27 -16.23 -10.16  0.000
H: -1.97 -14.48 -8.43  0.000
H: -2.94 -12.42 -9.18  0.000
N: 3.47 -8.53 -15.32  -0.015
C: 4.68 -7.92 -15.09  0.012
C: 4.89 -6.92 -14.11  -0.005
C: 3.80 -6.27 -13.61  0.006
C: 2.53 -6.67 -13.92  -0.003
C: 2.45 -7.85 -14.73  0.020
H: 5.52 -8.25 -15.68  -0.005
H: 5.87 -6.63 -13.75  0.000
H: 3.98 -5.41 -12.96  0.000
H: 1.67 -6.13 -13.57  0.000
H: 1.49 -8.27 -15.00  -0.005
N: 0.85 -10.19 -10.12  0.000
C: -0.39 -9.96 -10.36  0.000
C: -1.20 -9.16 -9.55  0.000
C: -0.58 -8.50 -8.56  0.000
C: 0.83 -8.65 -8.30  0.000
C: 1.50 -9.50 -9.17  0.000
H: -0.90 -10.59 -11.07  0.000
H: -2.25 -8.96 -9.74  0.000
H: -1.25 -7.86 -8.00  0.000
H: 1.26 -8.13 -7.46  0.000
H: 2.50 -9.84 -8.93  0.000
N: -0.95 -11.11 -18.38  -0.001
C: -1.55 -9.98 -18.92  0.000
C: -2.92 -9.87 -19.12  0.000
C: -3.72 -10.94 -18.73  0.000
C: -3.19 -12.06 -18.16  0.000
C: -1.79 -12.11 -18.01  0.000
H: -0.78 -9.35 -19.36  0.000
H: -3.37 -9.07 -19.68  0.000
H: -4.71 -11.11 -19.14  0.000
H: -3.82 -12.83 -17.75  0.000
H: -1.41 -12.98 -17.50  0.000
C: 1.03 -18.15 -13.83  0.000
Cl: 1.56 -16.76 -14.79  0.000
Cl: 0.21 -19.24 -14.91  0.000
Cl: -0.06 -17.68 -12.57  0.000
H: 1.86 -18.72 -13.42  0.000
C: -3.82 -9.16 -13.47  0.000
Cl: -5.08 -8.56 -14.45  0.000
Cl: -4.49 -10.36 -12.39  0.000
Cl: -3.00 -7.90 -12.49  0.000
H: -3.13 -9.71 -14.12  0.000


Q: What is the F_max in the first record?
A: 4.2 eV/Å


Q: The highest F_max belongs to which entry?
A: C40H44Cl6N7O3V2